1.
ORCA calculation (the ωB97M-V functional and the def2-TZVPD basis) on one molecule with the formula C10H14OS.

Element x y z (Å)
C1 -1.952 -1.078 -1.665
C2 0.131 -1.247 0.499
H1 0.670 -2.603 1.902
C3 -1.353 1.251 -2.050
H2 0.001 -2.198 -0.020
H3 -1.889 -1.866 -0.906
H4 0.510 -1.420 -2.762
C4 0.737 -1.480 1.715
H5 1.207 0.237 -2.054
H6 -2.212 1.399 -1.428
H7 1.884 -1.556 3.552
H8 -1.666 1.011 -3.096
H9 -2.081 -1.570 -2.668
H10 -2.713 -0.437 -1.287
H11 -0.693 2.108 -1.974
C5 1.511 -0.800 2.675
H12 0.741 3.475 3.650
H13 2.608 0.454 3.796
C6 -0.195 -0.095 -0.203
S1 -0.079 1.324 0.763
C7 1.926 0.533 3.028
C8 1.415 1.795 3.002
O1 1.475 3.074 3.115
C9 -0.732 -0.110 -1.622
H14 0.268 0.129 -3.484
C10 0.484 -0.330 -2.477

Summary:
multiplicity: 3
HOMO-LUMO gap (spin up / spin down): 6.27 / 6.71 eV
E_tot: -23472.3593 eV
energy above the lowest of the compared OMol25 structures with the same formula, charge and spin: 43.3 kcal per mole

In the Löwdin picture, each atom carries the following charge in e: atom 1 (C): -0.03, atom 2 (C): -0.18, atom 3 (H): 0.12, atom 4 (C): -0.10, atom 5 (H): 0.11, atom 6 (H): 0.07, atom 7 (H): 0.11, atom 8 (C): -0.14, atom 9 (H): 0.05, atom 10 (H): 0.06, atom 11 (H): 0.15, atom 12 (H): 0.10, atom 13 (H): 0.11, atom 14 (H): 0.06, atom 15 (H): 0.06, atom 16 (C): -0.09, atom 17 (H): 0.16, atom 18 (H): 0.06, atom 19 (C): -0.59, atom 20 (S): 0.84, atom 21 (C): -0.16, atom 22 (C): -0.23, atom 23 (O): 0.06, atom 24 (C): -0.62, atom 25 (H): 0.10, atom 26 (C): -0.05

2.
ORCA calculation (the ωB97M-V functional and the def2-TZVPD basis) on C10H15AgF3NO2 as an isolated structure.

Element x y z (Å)
H1 1.242 2.529 -2.164
C1 2.552 -2.055 1.967
O1 0.058 0.767 3.007
C2 -0.678 0.098 0.808
H2 -2.763 0.678 0.757
C3 2.057 -0.922 1.498
C4 1.457 -0.848 0.121
H3 2.731 1.684 -1.566
F1 -3.947 -2.159 -1.890
C5 -2.422 -1.064 -0.498
N1 0.421 0.169 -0.101
C6 -0.548 1.191 2.061
C7 -3.537 -0.942 -1.493
F2 -4.599 -0.295 -1.005
H4 -1.848 0.992 -0.719
H5 1.769 1.669 0.463
H6 2.516 -2.972 1.396
H7 -2.755 -1.718 0.305
H8 -0.665 -0.888 1.266
F3 -3.126 -0.298 -2.606
C8 -2.012 0.281 0.087
H9 -1.577 -1.537 -0.990
H10 1.006 -1.814 -0.093
H11 3.039 -2.099 2.926
Ag1 4.195 1.886 -2.355
H12 2.126 -0.045 2.121
C9 0.980 1.504 -0.272
C10 1.617 1.637 -1.674
O2 -1.089 2.222 1.765
H13 0.211 2.260 -0.206
H14 1.335 0.804 -2.310
H15 2.256 -0.715 -0.608

Summary:
multiplicity: 2
HOMO-LUMO gap (spin up / spin down): 5.53 / 5.84 eV
net charge: +1
E_tot: -28339.1281 eV
energy above the lowest of the compared OMol25 structures with the same formula, charge and spin: 0.0 kcal per mole

In the Löwdin picture, each atom carries the following charge in e: atom 1 (H): 0.09, atom 2 (C): 0.03, atom 3 (O): 0.17, atom 4 (C): -0.17, atom 5 (H): 0.13, atom 6 (C): -0.17, atom 7 (C): -0.17, atom 8 (H): -0.04, atom 9 (F): 0.14, atom 10 (C): -0.07, atom 11 (N): -0.09, atom 12 (C): -0.61, atom 13 (C): -0.64, atom 14 (F): 0.16, atom 15 (H): 0.13, atom 16 (H): 0.13, atom 17 (H): 0.07, atom 18 (H): 0.14, atom 19 (H): 0.15, atom 20 (F): 0.13, atom 21 (C): -0.11, atom 22 (H): 0.13, atom 23 (H): 0.13, atom 24 (H): 0.07, atom 25 (Ag): 0.93, atom 26 (H): 0.09, atom 27 (C): -0.18, atom 28 (C): -0.07, atom 29 (O): 0.14, atom 30 (H): 0.13, atom 31 (H): 0.09, atom 32 (H): 0.11

3.
ORCA calculation (the ωB97M-V functional and the def2-TZVPD basis) on C10H15Br27IOP2 as an isolated structure.

Element x y z (Å)
Br1 1.945 0.958 -12.637
C1 4.118 -2.649 3.922
C2 1.107 -6.067 3.002
C3 1.264 -0.592 -9.109
Br2 0.012 -4.428 -7.427
C4 0.088 -4.269 -5.521
Br3 -0.920 -2.750 -4.899
Br4 -3.405 6.492 4.720
H1 1.893 0.177 -9.534
P1 -0.573 0.448 3.499
C5 3.783 0.393 -12.643
Br5 0.365 6.677 3.237
Br6 2.652 -1.408 4.073
Br7 0.487 -2.289 1.163
H2 -2.991 0.309 1.308
H3 -7.010 3.638 4.024
Br8 0.940 -6.027 1.089
H4 -2.117 -2.028 3.257
Br9 -1.392 7.848 6.769
H5 1.120 -4.103 -5.250
P2 -2.473 -0.689 3.402
H6 2.437 -3.163 -0.028
H7 0.437 0.815 1.674
C6 -3.575 -0.202 2.071
H8 -2.108 5.501 6.574
Br10 3.976 -3.744 2.342
Br11 1.950 5.940 5.882
H9 2.130 -5.815 3.241
Br12 -5.154 3.317 2.423
C7 1.862 -2.260 -0.180
Br13 -6.907 1.174 4.006
C8 -2.649 6.433 6.489
Br14 4.021 -1.232 -13.633
Br15 0.739 -7.800 3.719
Br16 -0.478 -5.882 -4.639
H10 4.044 -3.314 4.770
I1 -1.206 2.584 4.421
H11 -4.064 -1.091 1.669
Br17 -0.559 -0.030 -9.323
O1 -0.493 0.678 1.908
Br18 4.445 0.223 -10.847
Br19 0.004 -4.717 3.839
Br20 1.625 -2.206 -10.075
H12 -4.327 0.461 2.496
C9 2.014 6.018 3.965
Br21 3.032 -0.777 0.134
Br22 -5.143 3.285 5.595
H13 2.798 6.709 3.695
Br23 1.149 -2.304 -1.955
Br24 2.484 4.314 3.206
H14 4.362 1.163 -13.130
Br25 5.813 -1.767 4.010
Br26 -4.021 6.409 7.833
C10 -6.173 2.956 4.014
Br27 1.747 -0.747 -7.251
H15 -3.104 -0.571 4.637

Summary:
multiplicity: 1
HOMO-LUMO gap: 7.75 eV
net charge: +1
E_tot: -1930477.4684 eV
energy above the lowest of the compared OMol25 structures with the same formula, charge and spin: 0.0 kcal per mole

In the Löwdin picture, each atom carries the following charge in e: atom 1 (Br): 0.59, atom 2 (C): -1.60, atom 3 (C): -1.65, atom 4 (C): -1.67, atom 5 (Br): 0.58, atom 6 (C): -1.65, atom 7 (Br): 0.53, atom 8 (Br): 0.52, atom 9 (H): -0.10, atom 10 (P): 0.21, atom 11 (C): -1.63, atom 12 (Br): 0.56, atom 13 (Br): 0.51, atom 14 (Br): 0.50, atom 15 (H): 0.06, atom 16 (H): -0.02, atom 17 (Br): 0.58, atom 18 (H): -0.02, atom 19 (Br): 0.58, atom 20 (H): -0.03, atom 21 (P): 0.79, atom 22 (H): -0.08, atom 23 (H): 0.04, atom 24 (C): -0.27, atom 25 (H): -0.04, atom 26 (Br): 0.63, atom 27 (Br): 0.57, atom 28 (H): -0.08, atom 29 (Br): 0.58, atom 30 (C): -1.64, atom 31 (Br): 0.59, atom 32 (C): -1.65, atom 33 (Br): 0.59, atom 34 (Br): 0.62, atom 35 (Br): 0.58, atom 36 (H): -0.02, atom 37 (I): 0.47, atom 38 (H): 0.07, atom 39 (Br): 0.58, atom 40 (O): -0.50, atom 41 (Br): 0.59, atom 42 (Br): 0.51, atom 43 (Br): 0.54, atom 44 (H): -0.02, atom 45 (C): -1.64, atom 46 (Br): 0.59, atom 47 (Br): 0.53, atom 48 (H): -0.02, atom 49 (Br): 0.61, atom 50 (Br): 0.54, atom 51 (H): -0.03, atom 52 (Br): 0.62, atom 53 (Br): 0.59, atom 54 (C): -1.62, atom 55 (Br): 0.55, atom 56 (H): 0.01

4.
ORCA calculation (the ωB97M-V functional and the def2-TZVPD basis) on a 2-piece molecular cluster, C10H15BrN2O2 overall.

Element x y z (Å)
H1 2.642 -0.185 1.986
H2 -0.274 3.143 0.172
C1 2.580 1.969 1.413
H3 -1.881 -3.992 -0.613
H4 3.432 2.401 1.730
C2 2.186 0.612 1.500
Br1 3.434 -0.431 -0.829
H5 -1.900 2.893 -2.547
H6 -2.713 -3.023 0.654
C3 1.677 2.929 0.887
H7 -2.885 0.890 -0.969
H8 -1.857 -4.537 1.001
N1 0.743 -1.206 1.071
C4 -1.542 1.904 -2.178
N2 2.271 -1.672 -1.266
H9 -0.180 -3.494 1.626
O1 -0.496 -1.602 0.702
H10 1.719 4.044 0.831
H11 0.319 -3.508 -0.028
C5 -2.066 1.453 -0.820
C6 0.132 1.145 0.388
O2 -1.082 0.674 -0.128
C7 0.470 2.501 0.483
C8 0.929 0.116 0.969
C9 -1.898 -3.699 0.385
H12 1.343 -1.486 -1.626
C10 -0.541 -3.083 0.672
H13 -1.786 1.109 -2.939
H14 -0.539 1.818 -2.221
H15 -2.234 2.315 -0.304

Summary:
multiplicity: 3
HOMO-LUMO gap (spin up / spin down): 7.84 / 7.40 eV
E_tot: -87722.8703 eV
energy above the lowest of the compared OMol25 structures with the same formula, charge and spin: 41.7 kcal per mole

In the Löwdin picture, each atom carries the following charge in e: atom 1 (H): 0.07, atom 2 (H): 0.09, atom 3 (C): -0.08, atom 4 (H): 0.05, atom 5 (H): 0.06, atom 6 (C): -0.13, atom 7 (Br): 0.77, atom 8 (H): 0.10, atom 9 (H): 0.09, atom 10 (C): -0.08, atom 11 (H): 0.09, atom 12 (H): 0.05, atom 13 (N): 0.07, atom 14 (C): -0.05, atom 15 (N): -0.48, atom 16 (H): 0.10, atom 17 (O): -0.13, atom 18 (H): 0.13, atom 19 (H): 0.14, atom 20 (C): -0.20, atom 21 (C): -0.15, atom 22 (O): -0.06, atom 23 (C): -0.05, atom 24 (C): -0.28, atom 25 (C): -0.06, atom 26 (H): -0.04, atom 27 (C): -0.22, atom 28 (H): 0.09, atom 29 (H): 0.02, atom 30 (H): 0.08

5.
ORCA calculation (the ωB97M-V functional and the def2-TZVPD basis) on C10H15CaCl2N5O8 as an isolated structure.

Element x y z (Å)
O1 -0.649 -11.731 -16.273
H1 -10.877 -15.390 -8.308
C1 -5.460 -14.622 -15.988
H2 -4.341 -16.066 -17.045
O2 -2.202 -13.405 -6.650
H3 -5.209 -6.280 -17.803
H4 -2.824 -3.972 -11.363
N1 -2.540 -6.956 -10.591
C2 -10.214 -15.853 -9.039
C3 -2.392 -5.835 -10.652
H5 -5.380 -5.106 -16.391
H6 -2.086 -3.995 -9.706
Cl1 -3.370 -13.492 -7.434
C4 -8.884 -8.167 -7.891
O3 -3.969 -12.191 -7.472
O4 -0.768 -11.230 -14.036
H7 -9.384 -7.161 -6.191
O5 1.114 -12.415 -14.812
H8 -1.064 -4.297 -11.165
C5 -2.054 -4.396 -10.719
N2 -8.894 -13.783 -9.928
H9 -6.149 -16.263 -16.946
H10 -9.469 -16.394 -8.455
H11 -10.343 -8.657 -6.491
H12 -5.256 -15.053 -18.047
Ca1 -5.127 -10.780 -11.234
N3 -5.589 -13.893 -15.073
H13 -10.686 -16.438 -9.829
H14 -6.783 -5.731 -17.298
N4 -5.890 -7.851 -15.109
C6 -9.898 -7.767 -6.937
C7 -5.314 -15.579 -17.094
Cl2 0.120 -11.405 -15.096
O6 -3.226 -13.810 -8.823
O7 -4.288 -14.413 -6.878
H15 -10.691 -7.246 -7.473
C8 -9.430 -14.744 -9.568
O8 0.738 -10.105 -15.222
N5 -8.137 -8.438 -8.670
C9 -5.783 -5.962 -16.932
C10 -5.856 -7.060 -15.951

Summary:
multiplicity: 1
HOMO-LUMO gap: 2.55 eV
E_tot: -77905.0395 eV
energy above the lowest of the compared OMol25 structures with the same formula, charge and spin: 0.0 kcal per mole

In the Löwdin picture, each atom carries the following charge in e: atom 1 (O): -0.39, atom 2 (H): 0.09, atom 3 (C): -0.27, atom 4 (H): 0.09, atom 5 (O): -0.32, atom 6 (H): 0.09, atom 7 (H): 0.08, atom 8 (N): 0.11, atom 9 (C): -0.06, atom 10 (C): -0.29, atom 11 (H): 0.09, atom 12 (H): 0.08, atom 13 (Cl): 0.57, atom 14 (C): -0.31, atom 15 (O): -0.44, atom 16 (O): -0.41, atom 17 (H): 0.09, atom 18 (O): -0.37, atom 19 (H): 0.09, atom 20 (C): -0.05, atom 21 (N): 0.10, atom 22 (H): 0.08, atom 23 (H): 0.09, atom 24 (H): 0.09, atom 25 (H): 0.09, atom 26 (Ca): 1.87, atom 27 (N): 0.09, atom 28 (H): 0.09, atom 29 (H): 0.08, atom 30 (N): 0.09, atom 31 (C): -0.05, atom 32 (C): -0.06, atom 33 (Cl): 0.58, atom 34 (O): -0.41, atom 35 (O): -0.35, atom 36 (H): 0.09, atom 37 (C): -0.29, atom 38 (O): -0.40, atom 39 (N): 0.11, atom 40 (C): -0.06, atom 41 (C): -0.28

6.
ORCA calculation (the ωB97M-V functional and the def2-TZVPD basis) on C10H15CeO7P as an isolated structure.

Element x y z (Å)
C1 2.328 -4.002 -0.301
P1 0.330 0.456 0.506
C2 -1.529 2.479 0.344
C3 -2.146 2.185 -0.985
O1 2.943 -4.952 -0.450
H1 -1.326 -0.313 4.307
C4 0.215 -3.380 1.654
H2 0.897 1.600 -3.672
C5 -1.556 -0.553 2.210
H3 -1.523 2.663 -1.729
O2 -0.347 -3.932 2.524
H4 1.935 0.135 -3.641
H5 2.577 0.679 -1.249
O3 -0.144 1.961 0.112
H6 -2.050 1.898 1.125
C6 3.128 -1.284 0.501
H7 1.527 2.095 -1.306
O4 -0.168 -0.043 2.166
O5 4.111 -0.635 0.536
H8 -1.380 -1.634 2.123
H9 2.647 1.766 -3.483
H10 -1.436 3.537 0.600
H11 -2.158 -0.186 1.345
Ce1 1.107 -2.050 -0.023
O6 0.570 0.298 -1.458
C7 -2.052 -0.047 3.537
H12 -2.206 1.040 3.540
H13 -2.186 1.117 -1.217
H14 -2.994 -0.564 3.678
C8 1.792 1.142 -3.246
O7 0.136 -2.657 -3.210
C9 0.401 -2.538 -2.065
H15 -3.130 2.614 -1.029
C10 1.690 1.107 -1.744

Summary:
multiplicity: 2
HOMO-LUMO gap (spin up / spin down): 5.50 / 5.69 eV
net charge: +3
E_tot: -47123.9093 eV

In the Löwdin picture, each atom carries the following charge in e: atom 1 (C): -0.03, atom 2 (P): 1.13, atom 3 (C): -0.15, atom 4 (C): -0.04, atom 5 (O): 0.32, atom 6 (H): 0.11, atom 7 (C): 0.01, atom 8 (H): 0.11, atom 9 (C): -0.29, atom 10 (H): 0.10, atom 11 (O): 0.28, atom 12 (H): 0.09, atom 13 (H): 0.10, atom 14 (O): -0.27, atom 15 (H): 0.11, atom 16 (C): -0.06, atom 17 (H): 0.13, atom 18 (O): -0.30, atom 19 (O): 0.27, atom 20 (H): 0.07, atom 21 (H): 0.11, atom 22 (H): 0.15, atom 23 (H): 0.12, atom 24 (Ce): 1.00, atom 25 (O): -0.41, atom 26 (C): -0.02, atom 27 (H): 0.11, atom 28 (H): 0.09, atom 29 (H): 0.11, atom 30 (C): -0.01, atom 31 (O): 0.29, atom 32 (C): -0.02, atom 33 (H): 0.11, atom 34 (C): -0.34

7.
ORCA calculation (the ωB97M-V functional and the def2-TZVPD basis) on a 6-piece molecular cluster, C10H15Cl10N overall.

Element x y z (Å)
Cl1 3.861 0.611 0.902
C1 -3.188 -1.615 2.436
Cl2 0.141 1.752 0.168
Cl3 1.382 -1.176 -2.865
H1 0.364 1.149 2.898
Cl4 1.184 -3.228 -0.685
Cl5 -0.299 -0.052 -6.992
H2 -3.341 -2.138 3.368
C2 -0.854 0.729 -5.469
H3 2.155 1.807 -1.092
H4 -2.482 -0.365 -1.058
H5 -1.839 0.357 -5.188
H6 -0.267 0.464 -4.590
C3 -3.730 -0.374 2.054
Cl6 0.593 2.777 -2.465
C4 -3.451 0.094 0.790
C5 5.372 0.724 1.659
H7 0.111 -1.206 -0.777
Cl7 0.922 -1.148 2.238
H8 5.705 1.751 1.813
H9 -4.320 0.236 2.722
H10 -0.984 0.026 2.710
Cl8 5.212 -0.176 3.187
H11 -3.900 1.011 0.437
C6 1.339 2.512 -0.932
H12 1.838 -1.020 -0.459
C7 -2.731 -0.745 -0.079
Cl9 -0.999 2.497 -5.677
C8 -2.459 -2.339 1.490
H13 6.154 0.256 1.061
H14 -2.016 -3.279 1.782
C9 0.022 0.137 3.116
H15 1.571 3.508 -0.554
N1 -2.221 -1.932 0.274
Cl10 0.049 -0.080 4.865
C10 1.105 -1.527 -1.087

Summary:
multiplicity: 1
HOMO-LUMO gap: 10.32 eV
SMILES: c1ccncc1.ClCCl.ClCCl.ClCCl.ClCCl.ClCCl
E_tot: -137327.1370 eV
energy above the lowest of the compared OMol25 structures with the same formula, charge and spin: 6.9 kcal per mole

In the Löwdin picture, each atom carries the following charge in e: atom 1 (Cl): 0.57, atom 2 (C): -0.06, atom 3 (Cl): 0.53, atom 4 (Cl): 0.48, atom 5 (H): 0.00, atom 6 (Cl): 0.53, atom 7 (Cl): 0.48, atom 8 (H): 0.10, atom 9 (C): -1.01, atom 10 (H): -0.01, atom 11 (H): 0.10, atom 12 (H): 0.03, atom 13 (H): -0.03, atom 14 (C): -0.08, atom 15 (Cl): 0.54, atom 16 (C): -0.08, atom 17 (C): -1.06, atom 18 (H): -0.03, atom 19 (Cl): 0.51, atom 20 (H): 0.04, atom 21 (H): 0.11, atom 22 (H): -0.01, atom 23 (Cl): 0.49, atom 24 (H): 0.10, atom 25 (C): -1.01, atom 26 (H): -0.05, atom 27 (C): -0.15, atom 28 (Cl): 0.47, atom 29 (C): -0.19, atom 30 (H): 0.03, atom 31 (H): 0.11, atom 32 (C): -1.02, atom 33 (H): 0.03, atom 34 (N): 0.06, atom 35 (Cl): 0.53, atom 36 (C): -1.05